1.
DFT (ωB97M-V/def2-TZVPD) results for one molecule with the formula C5H13NS at a distorted geometry.

CARTESIAN COORDINATES (ANGSTROEM)
H1 -1.671 -0.419 -2.779
C1 -0.509 0.653 -0.548
C2 -1.446 -2.564 -2.351
H2 2.389 0.200 1.189
H3 -0.969 1.211 -1.357
C3 -1.600 -1.115 -1.946
C4 0.899 1.098 -0.176
H4 -1.275 0.883 0.180
H5 0.981 2.194 -0.098
C5 1.293 0.274 1.054
H6 -2.360 -2.798 -2.896
S1 0.896 1.152 2.642
H7 0.786 -0.745 1.166
H8 -0.540 -2.695 -2.946
H9 -1.342 -3.014 -1.371
N1 -0.335 -0.669 -1.261
H10 -0.076 -1.497 -0.739
H11 1.247 2.422 2.420
H12 -2.474 -0.908 -1.319
H13 1.669 1.119 -0.992

Output
ΔE to the lowest compared entry with this formula, charge and spin ... 37.52 kcal per mole
SMILES ... CCNCCCS
Frontier orbital gap ... 9.8 eV



2.
DFT (ωB97M-V/def2-TZVPD) results for C17H17BrN3O3Pt as an isolated structure at a distorted geometry.

CARTESIAN COORDINATES (ANGSTROEM)
C1 -1.519 2.504 3.109
O1 0.437 0.286 -0.809
C2 -3.426 0.659 -1.937
C3 0.408 2.855 5.040
H1 0.341 -1.711 -4.760
N1 2.427 -4.752 -0.392
O2 -0.257 -0.564 -3.184
H2 1.809 1.898 3.708
Br1 -5.207 0.796 -2.453
H3 3.736 -2.218 -3.083
N2 -2.203 2.171 1.964
C4 -0.191 2.070 2.905
H4 -3.808 1.592 -0.049
H5 -2.914 3.473 4.472
H6 4.616 -3.585 -1.242
C5 -1.905 3.130 4.291
O3 1.456 -2.886 -1.186
H7 -1.167 3.783 6.175
C6 3.832 -2.859 -1.009
H8 4.558 -1.057 -1.981
H9 -3.184 2.360 1.815
C7 2.496 -3.531 -0.874
H10 1.140 3.009 5.822
H11 -2.859 -0.282 -3.789
H12 4.078 -2.428 -0.035
C8 -1.379 1.570 1.086
C9 3.759 -1.790 -2.072
C10 0.796 2.237 3.875
N3 -0.160 1.509 1.656
H13 1.534 -5.207 -0.271
C11 -0.921 3.297 5.241
C12 -1.743 1.066 -0.227
H14 3.249 -5.277 -0.139
C13 -3.037 1.149 -0.665
H15 -1.309 -2.073 -4.190
H16 -0.980 -0.599 -5.151
C14 -0.588 -1.282 -4.397
C15 -1.213 -0.050 -2.444
C16 -0.747 0.434 -1.124
H17 0.641 1.111 1.189
Pt1 1.922 -0.869 -2.065
C17 -2.518 0.062 -2.823

Output
ΔE to the lowest compared entry with this formula, charge and spin ... 25.45 kcal per mole
Net charge ... +3
Frontier orbital gap (spin up / spin down) ... 4.5 / 4.5 eV



3.
DFT (ωB97M-V/def2-TZVPD) results for C13H23MnN2OS3 as an isolated structure at a distorted geometry.

CARTESIAN COORDINATES (ANGSTROEM)
H1 3.686 -1.060 0.774
C1 1.712 -0.067 -2.504
C2 -3.099 1.845 0.222
C3 0.152 -3.211 -1.111
H2 -2.591 -3.378 0.043
H3 -2.134 2.201 3.955
H4 0.997 3.249 0.312
H5 2.644 -2.585 1.002
C4 2.759 0.883 -1.951
H6 2.111 -0.590 -3.389
H7 -2.309 -1.782 -0.735
S1 -0.391 -2.677 0.540
C5 -1.664 1.342 2.094
H8 -2.575 -1.879 1.024
Mn1 0.654 -0.286 0.610
H9 2.836 1.771 -2.588
H10 -0.488 -1.604 -2.427
N1 1.317 -1.068 -1.492
H11 0.817 0.485 -2.824
C6 2.222 -0.953 2.333
H12 0.659 2.749 -1.368
C7 -3.698 2.625 2.447
C8 -4.018 2.453 1.085
C9 2.785 -1.514 1.216
C10 -2.139 -2.388 0.161
H13 -0.641 -3.854 -1.507
H14 2.171 -1.537 -1.161
C11 1.448 2.924 -0.630
H15 0.937 -2.500 -2.991
H16 -5.012 2.718 0.719
S2 2.432 1.452 -0.254
H17 1.059 -3.809 -0.947
H18 2.148 3.684 -0.994
H19 3.739 0.383 -1.914
H20 -4.296 3.217 3.124
H21 -3.248 1.773 -0.860
O1 -1.103 0.562 -0.016
S3 -0.144 0.813 2.604
H22 1.583 -1.554 3.000
H23 2.723 -0.102 2.830
N2 -1.974 1.249 0.731
C12 -2.511 2.109 2.930
C13 0.440 -2.091 -2.095

Output
2S+1 ... 7
⟨S²⟩ ... 12.028
Frontier orbital gap (spin up / spin down) ... 3.2 / 6.2 eV